[1]
This record from the Open Molecules 2025 dataset describes a molecular structure, C3H9Cl4NSi2. The level of theory is ωB97M-V/def2-TZVPD.

**Gap between HOMO and LUMO**: 9.45 eV
**HOMO**: -9.02 eV
**Energy above the lowest of the compared OMol25 structures with the same formula, charge and spin**: 9.5 kcal per mole
**Charge**: 0

Geometry as XYZ:
```
19
Properties=species:S:1:pos:R:3:forces:R:3:nbo_charge:R:1
C -2.200 -1.266 0.541 -0.6102 -1.3377 -0.8835 -0.661
C -1.388 0.982 0.095 -1.5188 0.4638 1.3477 -0.636
C -1.125 -0.245 0.878 1.3447 -2.6385 -3.6109 -0.367
N 2.036 1.240 -1.690 -2.1639 -2.3034 -1.3948 -1.347
Si 0.985 -1.101 0.221 -2.6540 2.1661 2.7682 0.890
Si 2.482 0.710 -0.182 1.0790 -1.4112 0.1213 1.257
Cl 1.389 -2.337 1.799 0.4004 -0.1670 -0.0160 -0.356
Cl 0.629 -2.138 -1.425 -0.1344 -0.7723 -1.3787 -0.347
Cl 4.584 0.416 -0.178 -0.8910 -0.1248 0.1560 -0.387
Cl 2.191 2.069 1.257 -0.2114 0.6620 0.7439 -0.347
H -2.395 -1.719 -0.454 1.1222 0.9264 -0.2929 0.213
H -2.186 -2.173 1.088 0.5475 -0.8885 1.2076 0.212
H -3.201 -0.915 0.725 -0.4407 0.8945 0.5120 0.209
H -1.189 1.829 0.695 0.6106 1.2054 0.4378 0.212
H -2.445 1.087 -0.164 0.0163 -0.1914 -0.2560 0.202
H -0.795 0.983 -0.736 1.2212 0.4935 -2.5257 0.198
H -1.207 -0.075 1.883 0.5371 0.2539 2.7177 0.198
H 1.436 0.562 -2.302 1.7748 2.2833 1.2518 0.438
H 2.400 2.089 -2.050 -0.0294 0.4859 -0.9054 0.418
```
Positions in Å, forces in eV/Å.

[2]
This record from the Open Molecules 2025 dataset describes 2 unconnected molecules or ions with the total composition C3H9ClNP. The level of theory is ωB97M-V/def2-TZVPD.

**Gap between HOMO and LUMO**: 9.86 eV
**HOMO**: -9.18 eV
**Energy above the lowest of the compared OMol25 structures with the same formula, charge and spin**: 70.8 kcal per mole
**Charge**: 0
**SMILES string**: C=NCC.PCl

Geometry as XYZ:
```
15
Properties=species:S:1:pos:R:3:forces:R:3:nbo_charge:R:1
C -2.063 -0.550 1.152 -0.9508 0.4337 -0.3965 -0.619
C -0.111 -0.177 -1.768 0.2019 0.3164 -3.2087 -0.063
C -1.002 -1.092 0.263 1.0710 -1.2570 -1.9408 -0.261
N -1.055 -0.468 -1.063 -3.0235 0.0455 2.9849 -0.382
P 2.697 1.272 0.652 -1.9631 1.9530 0.3057 0.327
Cl 3.760 0.984 -1.009 1.0358 -0.3139 -1.0869 -0.285
H -3.013 -1.096 1.182 0.4433 -0.3118 0.0343 0.213
H -1.638 -0.450 2.111 0.0109 0.1635 1.4059 0.208
H -2.355 0.421 0.783 0.0904 0.5579 0.0610 0.222
H 0.880 -0.492 -1.717 2.1757 -0.2827 0.8985 0.139
H -0.408 0.208 -2.744 0.3713 0.4259 -0.1638 0.157
H 1.977 2.504 0.086 0.6513 -1.5553 0.9139 -0.011
H 0.019 -1.069 0.724 -0.6596 0.0228 -0.3385 0.176
H -1.241 -2.123 -0.042 0.3067 -0.0994 0.6722 0.207
H 3.552 2.128 1.390 0.2387 -0.0986 -0.1412 -0.029
```
Positions in Å, forces in eV/Å.

[3]
This record from the Open Molecules 2025 dataset describes 2 unconnected molecules or ions with the total composition C3H9ClNP. The level of theory is ωB97M-V/def2-TZVPD.

**Gap between HOMO and LUMO (alpha / beta)**: 7.49 / 7.49 eV
**HOMO (alpha / beta)**: -7.99 / -7.99 eV
**Energy above the lowest of the compared OMol25 structures with the same formula, charge and spin**: 103.5 kcal per mole
**Charge**: 0

Geometry as XYZ:
```
15
Properties=species:S:1:pos:R:3:forces:R:3:nbo_charge:R:1
C -0.556 0.403 -1.666 -1.3224 1.1864 2.2100 -0.632
C 0.551 -1.532 0.447 0.3191 -0.5370 -0.3712 -0.463
C -1.158 0.159 -0.247 3.9483 -2.0379 -1.8990 -0.226
N -0.128 -0.319 0.668 -1.0472 3.8776 1.5342 -0.500
P 1.382 1.537 0.998 -1.8710 -1.3728 0.4191 0.555
Cl 2.173 0.800 2.759 -0.1706 0.0984 -0.3328 -0.295
H 0.107 -0.442 -1.794 0.5151 0.5585 -0.7885 0.211
H -1.341 0.495 -2.393 -0.2054 -0.3191 -0.6232 0.209
H -0.208 1.437 -1.483 1.0649 -0.7005 -0.9677 0.204
H 1.111 -1.536 -0.505 0.5503 -0.2375 0.4007 0.159
H 1.145 -1.516 1.379 0.4325 -1.3101 -0.8346 0.228
H -0.126 -2.465 0.330 0.6000 1.5663 0.7380 0.211
H -1.614 0.977 0.120 -1.4327 2.9362 1.4051 0.182
H -1.853 -0.594 -0.303 -1.9139 -2.1181 -0.0396 0.185
H 0.514 2.596 1.690 0.5332 -1.5905 -0.8505 -0.027
```
Positions in Å, forces in eV/Å.

[4]
This record from the Open Molecules 2025 dataset describes a molecular structure, C3H9ClSSi. The level of theory is ωB97M-V/def2-TZVPD.

**Gap between HOMO and LUMO**: 8.80 eV
**HOMO**: -8.00 eV
**Energy above the lowest of the compared OMol25 structures with the same formula, charge and spin**: 46.2 kcal per mole
**Charge**: 0

Geometry as XYZ:
```
15
Properties=species:S:1:pos:R:3:forces:R:3:nbo_charge:R:1
C 0.881 -1.567 0.114 1.2050 1.8858 0.5177 -0.641
C 1.844 -0.455 -0.372 -4.7155 3.8039 2.2115 -0.432
C -0.146 1.619 -0.060 -2.1618 0.2050 -0.3093 -0.838
Si -2.336 0.669 -0.015 3.0799 0.9380 -0.9975 0.936
S 0.976 0.968 -1.333 -0.6845 -0.5417 0.8143 0.133
Cl -2.376 -0.495 1.650 0.0060 -0.4060 0.7399 -0.403
H 1.557 -2.033 0.800 -0.1832 -1.4380 0.4537 0.217
H -0.063 -1.335 0.625 0.6909 0.7900 0.1340 0.224
H 0.550 -2.114 -0.710 0.0229 -1.4549 -1.3040 0.216
H 2.486 -0.656 -1.110 2.8246 -1.6643 -2.3216 0.206
H 2.273 0.217 0.394 0.1741 -1.2007 0.0159 0.213
H 0.034 1.213 0.919 0.6295 -0.1507 0.4238 0.211
H -0.059 2.748 -0.009 -0.4842 -1.4201 -0.1786 0.234
H -3.513 1.566 0.265 0.3792 -0.2876 -0.7456 -0.138
H -2.107 -0.346 -1.157 -0.7828 0.9412 0.5458 -0.138
```
Positions in Å, forces in eV/Å.

[5]
This record from the Open Molecules 2025 dataset describes a single C3H9ClSi molecule. The level of theory is ωB97M-V/def2-TZVPD.

**Gap between HOMO and LUMO**: 11.35 eV
**HOMO**: -10.36 eV
**Energy above the lowest of the compared OMol25 structures with the same formula, charge and spin**: 0.0 kcal per mole
**Charge**: 0
**SMILES string**: C[C@@H](Cl)C[SiH3]

Geometry as XYZ:
```
14
Properties=species:S:1:pos:R:3:forces:R:3:nbo_charge:R:1
C -1.927 -0.929 -0.074 0.6096 -0.6522 3.2114 -0.620
C 0.694 -0.281 0.612 0.0758 -1.1575 -5.8840 -0.798
C -0.701 -0.063 -0.216 1.4719 0.0122 -0.5319 -0.181
Si 1.913 1.068 -0.093 -1.1573 -2.6930 1.4878 0.925
Cl -1.219 1.593 0.149 -0.2492 1.0172 0.1114 -0.083
H -2.750 -0.628 -0.653 -0.9216 0.9078 -0.7325 0.224
H -2.285 -1.080 1.016 0.6662 0.3549 -1.6721 0.210
H -1.641 -1.861 -0.461 0.2734 -1.7478 -0.3153 0.210
H 0.573 -0.358 1.634 -0.2221 -0.3868 2.0424 0.230
H 1.219 -1.205 0.063 -1.3295 1.2730 1.7663 0.220
H -0.464 -0.110 -1.332 0.0192 0.3668 1.4554 0.204
H 2.195 1.910 0.942 0.3496 2.2420 1.6742 -0.181
H 1.221 1.456 -1.211 -0.7211 1.1655 -2.0564 -0.173
H 3.172 0.487 -0.377 1.1350 -0.7021 -0.5565 -0.187
```
Positions in Å, forces in eV/Å.

[6]
This record from the Open Molecules 2025 dataset describes a molecular structure, C3H9Co2FN3O10P. The level of theory is ωB97M-V/def2-TZVPD.

**Gap between HOMO and LUMO (alpha / beta)**: 6.95 / 6.84 eV
**HOMO (alpha / beta)**: -8.77 / -8.76 eV
**Multiplicity**: 7
**Energy above the lowest of the compared OMol25 structures with the same formula, charge and spin**: 0.0 kcal per mole
**Charge**: 0
**<S²>**: 12.02

Geometry as XYZ:
```
29
Properties=species:S:1:pos:R:3:forces:R:3:mulliken_spin:R:1
Co 1.565 1.368 1.792 -0.0797 -0.1817 -1.8049 2.712
Co 0.106 1.466 -0.960 0.9929 -0.4467 0.5454 2.761
P 2.512 2.294 -0.410 1.0523 2.6966 -3.3279 -0.024
O 3.207 1.549 0.773 -0.1151 -0.7385 0.4075 0.134
O 1.936 1.443 -1.615 -0.9688 -1.5572 0.6402 0.125
O 3.063 3.521 -1.037 0.8116 -0.6067 1.3104 0.017
O 1.131 2.578 0.292 -1.9518 0.7636 2.1263 0.200
F 0.283 0.201 0.731 0.1490 0.0647 0.6272 0.057
C -1.370 -2.221 2.294 -0.2692 -0.6453 0.6860 0.000
N -2.427 -1.659 1.415 -0.1532 -0.2230 0.1602 0.000
O -3.345 -1.073 1.955 0.0480 0.2172 -0.0529 0.000
O -2.344 -1.855 0.224 0.1935 0.0801 -0.2464 0.000
H -1.309 -3.296 2.135 0.1036 0.1155 -0.5507 0.000
H -1.725 -2.126 3.316 0.1699 0.4867 -0.0134 0.000
H -0.423 -1.731 2.097 -0.0629 0.1210 -0.1656 0.002
C 2.658 -1.641 -0.803 0.7443 0.5561 -0.1797 -0.003
N 4.004 -1.605 -1.460 -0.0185 -0.1834 0.2081 0.000
O 4.062 -1.478 -2.659 -0.0705 0.0103 -0.2194 0.000
O 4.959 -1.712 -0.718 0.0787 -0.0171 0.0397 0.000
H 1.923 -1.526 -1.588 -0.1727 -0.2640 0.1240 0.001
H 2.679 -0.764 -0.163 -0.2330 -0.0231 0.0970 0.005
H 2.646 -2.550 -0.213 -0.2875 -0.0887 -0.1040 -0.001
C -3.781 1.047 -0.980 0.0337 -0.0177 -0.2493 0.001
N -2.928 2.186 -0.547 -0.2398 -0.0679 0.1045 -0.001
O -1.782 1.916 -0.153 0.1445 0.0247 -0.3533 0.005
O -3.390 3.286 -0.525 0.0661 -0.0688 0.0042 0.009
H -4.314 0.684 -0.104 0.0899 0.0306 0.0867 0.000
H -3.129 0.271 -1.365 -0.0348 -0.0507 0.0643 -0.001
H -4.470 1.428 -1.725 -0.0205 0.0134 0.0357 0.000
```
Positions in Å, forces in eV/Å.

[7]
This record from the Open Molecules 2025 dataset describes a molecular structure, C3H9CrO3. The level of theory is ωB97M-V/def2-TZVPD.

**Gap between HOMO and LUMO (alpha / beta)**: 6.05 / 8.57 eV
**HOMO (alpha / beta)**: -6.02 / -8.52 eV
**Multiplicity**: 6
**Energy above the lowest of the compared OMol25 structures with the same formula, charge and spin**: 89.4 kcal per mole
**Charge**: 0
**<S²>**: 8.77

Geometry as XYZ:
```
16
Properties=species:S:1:pos:R:3:forces:R:3:mulliken_spin:R:1
Cr 0.537 -2.224 -0.118 0.2735 -1.3803 -0.7695 5.068
O -0.254 -1.428 -1.617 0.8468 1.5770 -0.7041 -0.079
H 0.354 -0.665 -2.313 -1.5428 -0.2686 1.4115 0.012
C 0.996 -0.215 2.198 -0.1057 0.2438 0.1476 -0.046
O 0.311 -0.500 0.989 -0.0443 0.4361 0.7166 -0.098
C -0.321 0.627 0.390 0.7703 0.3677 -0.9671 -0.031
C -0.985 0.237 -0.916 -2.1499 -0.4920 1.2232 0.123
H 1.488 -1.137 2.528 -0.1107 0.2002 -0.0348 0.038
H 1.755 0.564 2.032 -0.1854 -0.1490 0.1060 -0.006
H 0.266 0.107 2.954 0.3087 -0.0157 -0.0368 -0.004
H 0.458 1.388 0.218 -0.2530 -0.0730 0.0557 -0.009
H -1.074 1.011 1.096 -0.0027 -0.0135 -0.3283 -0.006
H -1.606 1.098 -1.218 1.0846 0.2222 -0.6762 -0.002
H -1.855 -0.395 -0.647 0.6449 -0.5661 -0.1144 -0.003
O 0.248 0.675 -2.410 0.6097 -0.1627 0.0980 0.046
H -0.317 0.856 -3.165 -0.1440 0.0740 -0.1274 -0.002
```
Positions in Å, forces in eV/Å.

[8]
This record from the Open Molecules 2025 dataset describes a molecular structure, C3H9F4KN2O12PS4. The level of theory is ωB97M-V/def2-TZVPD.

**Gap between HOMO and LUMO (alpha / beta)**: 7.42 / 2.89 eV
**HOMO (alpha / beta)**: -9.73 / -9.73 eV
**Multiplicity**: 2
**Energy above the lowest of the compared OMol25 structures with the same formula, charge and spin**: 31.5 kcal per mole
**Charge**: 0
**<S²>**: 0.76

Geometry as XYZ:
```
36
Properties=species:S:1:pos:R:3:forces:R:3:mulliken_spin:R:1
K -0.681 -1.537 -0.103 0.1792 -0.1793 0.2501 0.000
N 0.130 -4.050 -0.654 -5.2899 -1.6870 0.6134 0.000
S 1.330 -4.152 -1.495 11.6731 3.2268 -3.3772 0.000
O 1.336 -3.523 -2.839 -0.6022 -1.7325 2.6011 0.001
O 2.216 -5.246 -1.204 -0.9323 0.0645 -0.9997 0.000
F 2.173 -3.017 -0.670 -0.3653 0.9888 0.2740 0.000
S -0.673 -5.138 -1.626 -4.6567 -2.3511 -0.9437 0.000
O -0.104 -6.487 -1.682 -1.2676 2.9885 0.0535 0.000
O -1.266 -4.499 -2.792 1.1906 -1.0965 1.5238 0.000
F -1.942 -5.251 -0.683 0.1153 -0.2525 0.4194 0.000
N -1.549 0.429 -1.930 -1.2213 -1.3335 -3.2069 0.170
S -2.190 -0.253 -3.365 -4.2665 -5.8468 -2.8444 -0.006
O -1.608 -1.540 -3.796 -0.2845 3.8660 1.8316 0.017
O -2.617 0.687 -4.378 1.1849 -0.5451 2.0740 0.003
F -3.586 -0.796 -2.680 1.8147 1.3036 -0.3028 0.000
S -0.498 1.300 -2.594 5.6922 5.1185 2.3589 -0.106
O -0.862 2.604 -3.238 0.2316 -2.6328 0.1806 0.518
O 0.823 0.854 -3.110 -2.9087 -0.2065 -1.0752 0.416
F 0.073 1.807 -1.234 -0.4749 0.6635 0.5149 -0.012
C 1.093 2.426 4.506 -1.0986 0.9308 2.1557 0.000
O 0.745 1.463 3.578 -0.4421 -1.4288 -2.9882 0.000
P 0.432 1.814 2.028 -0.3575 -0.0433 0.9775 0.000
O -0.335 0.722 1.321 1.2446 1.5727 1.1899 0.000
O 1.873 2.177 1.464 -0.5128 0.2122 -0.0114 0.000
C 2.502 1.236 0.582 -0.7096 -0.7228 -1.0445 0.001
O -0.266 3.279 2.074 3.0916 -1.7021 1.1963 0.000
C -1.625 3.399 2.369 -2.4196 0.1661 -3.3263 0.000
H 0.153 2.585 5.035 -0.0821 0.8042 0.1875 0.000
H 1.463 3.381 4.132 0.2158 -0.2988 -0.2138 0.000
H 1.697 2.007 5.311 0.6238 -0.1267 -0.5875 0.000
H 3.559 1.423 0.392 -0.1647 0.2992 0.7153 0.000
H 1.998 1.299 -0.382 0.2362 0.0498 0.0117 -0.002
H 2.314 0.222 0.935 0.4874 -0.0273 0.1671 0.000
H -2.192 2.476 2.488 0.4727 -0.1679 0.7978 0.000
H -1.866 3.650 1.336 -1.5703 0.3021 -0.0568 0.000
H -2.049 4.248 2.905 1.1735 -0.1763 0.8842 0.000
```
Positions in Å, forces in eV/Å.

Please write out number 2 again, unchanged.
This record from the Open Molecules 2025 dataset describes 2 unconnected molecules or ions with the total composition C3H9ClNP. The level of theory is ωB97M-V/def2-TZVPD.

**Gap between HOMO and LUMO**: 9.86 eV
**HOMO**: -9.18 eV
**Energy above the lowest of the compared OMol25 structures with the same formula, charge and spin**: 70.8 kcal per mole
**Charge**: 0
**SMILES string**: C=NCC.PCl

Geometry as XYZ:
```
15
Properties=species:S:1:pos:R:3:forces:R:3:nbo_charge:R:1
C -2.063 -0.550 1.152 -0.9508 0.4337 -0.3965 -0.619
C -0.111 -0.177 -1.768 0.2019 0.3164 -3.2087 -0.063
C -1.002 -1.092 0.263 1.0710 -1.2570 -1.9408 -0.261
N -1.055 -0.468 -1.063 -3.0235 0.0455 2.9849 -0.382
P 2.697 1.272 0.652 -1.9631 1.9530 0.3057 0.327
Cl 3.760 0.984 -1.009 1.0358 -0.3139 -1.0869 -0.285
H -3.013 -1.096 1.182 0.4433 -0.3118 0.0343 0.213
H -1.638 -0.450 2.111 0.0109 0.1635 1.4059 0.208
H -2.355 0.421 0.783 0.0904 0.5579 0.0610 0.222
H 0.880 -0.492 -1.717 2.1757 -0.2827 0.8985 0.139
H -0.408 0.208 -2.744 0.3713 0.4259 -0.1638 0.157
H 1.977 2.504 0.086 0.6513 -1.5553 0.9139 -0.011
H 0.019 -1.069 0.724 -0.6596 0.0228 -0.3385 0.176
H -1.241 -2.123 -0.042 0.3067 -0.0994 0.6722 0.207
H 3.552 2.128 1.390 0.2387 -0.0986 -0.1412 -0.029
```
Positions in Å, forces in eV/Å.

energy above the lowest of the compared OMol25 structures with the same formula, charge and spin of number 3 (C3H9ClNP)? 103.5 kcal per mole

Which value of charge does entry 8 give? 0